Record 1
Computed, not measured: a structure of composition C26H31N4O2PdSb, with the ωB97M-V functional and the def2-TZVPD basis.

<S²>: 6.03
LUMO (alpha / beta), hartree: -0.3885 / -0.5280
HOMO (alpha / beta), eV: -19.31 / -19.33

```
! RIJCOSX wB97M-V def2-TZVPD def2/J DEFGRID3
* xyz 4 5
Pd 1.31571 1.52420 1.87163
C 6.22372 -0.36536 1.37331
O 4.79081 -0.47041 1.07433
C 3.97939 0.49570 1.30726
O 2.76048 0.33376 1.01125
N 4.39473 1.65420 1.85230
N 3.45098 2.69244 1.98418
H 6.61827 -1.35098 1.15592
H 6.36107 -0.13441 2.42841
H 6.67235 0.37364 0.71213
H 5.37006 1.84873 2.03547
H 3.60611 3.37409 1.24263
H 3.59733 3.15759 2.87650
C 0.06464 -3.84023 -3.36448
C -1.09515 -4.01854 -2.46838
C -1.86721 -5.22060 -2.57135
C -2.89205 -5.49340 -1.70256
C -3.19616 -4.55380 -0.71694
C -2.45423 -3.33396 -0.60780
C -1.44759 -3.03543 -1.48295
Sb -0.35700 -1.20056 -1.29967
C -0.94210 -0.43866 0.60678
C -0.05811 -0.64943 1.69270
C -0.48906 -0.42181 2.99967
C -1.77038 0.09200 3.21659
C -2.59868 0.35513 2.14563
C -2.22066 0.07868 0.81591
C -3.23304 0.32933 -0.26254
C -0.87332 -0.02791 -2.92997
C -1.82154 -0.53397 -3.83686
C -2.28045 0.27051 -4.85828
C -1.76720 1.55867 -4.99927
C -0.80621 2.04067 -4.12544
C -0.31174 1.25335 -3.08967
C 0.79961 1.77990 -2.23070
H 0.32899 -4.75144 -3.89570
H 0.94175 -3.47788 -2.81742
H -0.16578 -3.07175 -4.11759
H -1.60368 -5.92144 -3.35443
H -3.46098 -6.41160 -1.77161
H -4.01454 -4.73324 -0.02953
H -2.72738 -2.65981 0.19626
H 0.87513 -1.18047 1.53079
H 0.14894 -0.71348 3.82655
H -2.14187 0.24280 4.22273
H -3.59394 0.74253 2.32849
H -4.21221 -0.03650 0.04645
H -2.98284 -0.13756 -1.21537
H -3.33857 1.40016 -0.44736
H -2.23974 -1.52657 -3.71686
H -3.03471 -0.09110 -5.54371
H -2.11357 2.18601 -5.81069
H -0.41488 3.04024 -4.26755
H 0.62616 2.82334 -1.96735
H 1.75202 1.72176 -2.76161
H 0.92811 1.20343 -1.30342
N 0.17051 2.50780 4.56234
C -0.00684 3.62570 5.26115
C 0.35795 4.69868 4.44237
C 0.75305 4.12347 3.25897
N 0.62018 2.76852 3.31103
H -0.01144 1.56182 4.85589
H -0.37928 3.60201 6.27440
H 0.31968 5.74453 4.69451
H 1.09641 4.59691 2.35248
*
```

Record 2
Computed, not measured: the ion C4H8O2 with charge -1 in a non-equilibrium geometry, with the ωB97M-V functional and the def2-TZVPD basis.

<S²>: 0.75
LUMO (alpha / beta), hartree: 0.1510 / 0.1489
HOMO (alpha / beta), eV: 1.37 / -3.69

```
! RIJCOSX wB97M-V def2-TZVPD def2/J DEFGRID3
* xyz -1 2
O 2.42546 1.29183 1.04809
C 1.19361 1.29192 0.82261
O 0.11915 1.86368 1.52483
C 0.75162 0.39037 -0.38523
C -0.66971 -0.43497 -0.05818
C -1.16902 -1.62777 -0.85034
H 0.64661 2.57204 1.85147
H 0.65201 1.06332 -1.29744
H 1.47890 -0.36524 -0.61153
H -1.32978 0.38040 0.04643
H -0.27581 -0.53781 0.96259
H -1.99318 -2.14960 -0.28083
H -1.46152 -1.29308 -1.81797
H -0.36834 -2.44509 -0.95450
*
```

Record 3
Computed, not measured: a structure of composition C16H40F8K4N4O24S8 in a non-equilibrium geometry, with the ωB97M-V functional and the def2-TZVPD basis.

LUMO, hartree: -0.0377
HOMO, eV: -9.46

```
! RIJCOSX wB97M-V def2-TZVPD def2/J DEFGRID3
* xyz 0 1
K -20.79422 13.67899 -2.92123
K -23.09668 14.02935 -5.79660
K -19.31530 12.41296 -10.44872
K -16.77930 11.72291 -3.50586
N -18.78486 12.35560 -1.33367
S -18.76918 12.73097 0.16746
O -17.63596 12.37830 1.03614
O -20.07392 12.84904 0.73568
F -18.55104 14.33824 -0.03682
S -19.26656 10.79070 -1.06177
O -20.62239 10.44810 -0.62855
O -18.20926 9.86750 -0.61306
F -19.39979 10.29989 -2.59021
N -21.84626 11.51908 -10.91430
S -22.58737 11.57386 -9.59380
O -23.82682 10.87928 -9.44110
O -22.36947 12.73210 -8.73794
F -21.61946 10.49833 -8.85260
S -23.13772 12.16444 -11.84274
O -23.47679 13.60182 -11.68806
O -24.08989 11.26159 -12.36351
F -22.15090 12.28167 -13.14007
N -24.07566 9.49841 -4.26524
S -23.98214 10.17199 -5.59335
O -23.08905 9.76362 -6.64113
O -24.21192 11.61202 -5.50907
F -25.39956 9.58175 -6.05393
S -22.45464 9.74864 -3.83257
O -22.01971 11.13614 -3.63924
O -21.49752 8.70922 -4.21878
F -22.72919 9.32783 -2.30767
N -20.35747 13.71215 -5.60445
S -19.07866 14.43158 -5.86096
O -18.77469 14.95587 -7.18619
O -17.94356 13.91319 -5.05701
F -19.47615 15.80284 -5.07609
S -19.75080 12.24313 -6.28579
O -19.04300 11.37488 -5.34219
O -19.38687 12.15733 -7.68235
F -21.21999 11.61114 -6.24961
C -21.75357 17.08088 -7.76912
O -22.69582 16.05971 -7.76892
C -23.47271 15.95532 -8.94385
C -24.82705 15.32688 -8.71128
O -24.74611 14.04469 -8.17919
C -25.84164 13.21039 -8.57684
H -20.98007 16.83694 -8.49733
H -21.26810 17.20876 -6.80162
H -22.29028 18.02635 -7.84745
H -22.98994 15.38132 -9.73477
H -23.60823 16.91874 -9.43533
H -25.26945 15.29445 -9.70693
H -25.50711 15.94562 -8.12580
H -25.72192 12.26102 -8.05486
H -25.77848 13.02370 -9.64887
H -26.81722 13.46601 -8.16330
C -14.62652 13.83743 -5.67388
O -14.24581 13.04602 -4.55767
C -13.65506 11.81651 -4.92373
C -14.28833 11.03656 -6.08858
O -15.65541 11.02237 -5.82426
C -16.32751 10.37673 -6.94473
H -14.80162 14.81861 -5.23262
H -15.53385 13.47042 -6.15362
H -13.84489 14.03803 -6.40662
H -13.62156 11.15207 -4.06030
H -12.61740 12.08347 -5.12393
H -13.92369 10.00984 -6.05721
H -14.04200 11.43127 -7.07429
H -15.87417 9.41788 -7.19610
H -16.40777 11.13192 -7.72661
H -17.29424 10.07649 -6.54054
C -15.12692 10.32594 -0.76983
O -15.72281 9.89095 -1.94298
C -15.44243 8.54217 -2.24305
C -15.72873 8.30435 -3.75541
O -16.92496 8.82790 -4.30004
C -18.12902 8.15062 -4.07703
H -15.34308 9.79184 0.15542
H -15.47231 11.32790 -0.51512
H -14.07590 10.49608 -1.00334
H -16.00285 7.91687 -1.54803
H -14.38196 8.29022 -2.24731
H -15.77546 7.21960 -3.85150
H -14.85229 8.61158 -4.32600
H -18.98225 8.63766 -4.54914
H -18.48892 8.20905 -3.04981
H -18.13292 7.07889 -4.27576
C -16.10874 14.15699 -10.14921
O -17.42785 14.37466 -9.82270
C -17.98563 15.57513 -10.36581
C -18.02591 15.60013 -11.94238
O -18.62893 14.46420 -12.51676
C -18.88745 14.72194 -13.89053
H -16.10411 13.98636 -11.22577
H -15.81861 13.23329 -9.64853
H -15.43947 14.96640 -9.85759
H -17.70407 16.48672 -9.83872
H -19.02970 15.40349 -10.10398
H -16.95687 15.58079 -12.15424
H -18.53056 16.50529 -12.28018
H -17.94371 14.90911 -14.40281
H -19.64979 15.48983 -14.02196
H -19.34499 13.83516 -14.32913
*
```

Record 4
Computed, not measured: a structure of composition C36H45Cl3MnN3O2 in a non-equilibrium geometry, with the ωB97M-V functional and the def2-TZVPD basis.

<S²>: 0.76
LUMO (alpha / beta), hartree: 0.0483 / 0.0488
HOMO (alpha / beta), eV: -4.30 / -5.04

```
! RIJCOSX wB97M-V def2-TZVPD def2/J DEFGRID3
* xyz -1 2
Mn 0.19935 0.40452 0.01775
C -3.49211 -4.51885 -4.14167
C -4.02671 -3.44610 -3.18280
C -4.60391 -4.15337 -1.95638
C -5.16091 -2.67460 -3.87148
C -2.90049 -2.48192 -2.81296
C -2.52553 -2.24169 -1.51458
C -1.48822 -1.33320 -1.23410
N -0.99199 -0.95461 0.01028
C -1.25639 -1.52034 1.24999
C -1.81482 -2.78301 1.53521
C -1.98880 -3.18043 2.83636
C -1.60673 -2.28673 3.86721
C -1.00510 -1.07282 3.64741
C -0.77169 -0.70087 2.28770
O -0.12900 0.37317 1.94559
C -0.57688 -0.13854 4.77466
C -0.96142 -0.68866 6.14878
C 0.94860 0.04321 4.74864
C -1.26746 1.22327 4.60060
C -2.57521 -4.53948 3.21396
C -3.87726 -4.33468 4.00066
C -1.57481 -5.30952 4.08751
C -2.88925 -5.39296 1.98534
C -0.87121 -0.60192 -2.26803
O 0.00842 0.29330 -1.92794
C -1.25194 -0.84110 -3.62186
C -2.23394 -1.77697 -3.84144
C -0.61155 -0.03076 -4.74559
C 0.90783 -0.25440 -4.75320
C -0.91797 1.46081 -4.53540
C -1.15187 -0.43208 -6.11901
H -4.28509 -5.22536 -4.40190
H -2.67383 -5.07480 -3.67959
H -3.11716 -4.08012 -5.06707
H -5.38819 -4.84644 -2.26901
H -5.04864 -3.44586 -1.25350
H -3.83962 -4.72808 -1.42803
H -5.97386 -3.35188 -4.14787
H -4.81119 -2.17934 -4.77849
H -5.56229 -1.90737 -3.20687
H -3.06814 -2.70254 -0.70923
H -2.05184 -3.45762 0.73174
H -1.78780 -2.59397 4.88881
H -0.46446 -1.63800 6.36280
H -2.04022 -0.83340 6.24158
H -0.65482 0.02652 6.91485
H 1.44970 -0.91458 4.91167
H 1.25177 0.72789 5.54550
H 1.28115 0.44969 3.79609
H -2.35331 1.10850 4.63521
H -1.00217 1.68599 3.65253
H -0.96879 1.89538 5.40936
H -3.70705 -3.75696 4.91029
H -4.30693 -5.29829 4.28818
H -4.61020 -3.79724 3.39610
H -1.35438 -4.77567 5.01268
H -0.63282 -5.45620 3.55496
H -1.97768 -6.29082 4.35243
H -3.64776 -4.92663 1.35263
H -3.27416 -6.36432 2.30379
H -1.99853 -5.56901 1.37858
H -2.54954 -1.96130 -4.85983
H 1.35251 0.03764 -3.80433
H 1.36377 0.33854 -5.55083
H 1.13815 -1.30717 -4.93657
H -0.51878 1.81894 -3.58936
H -1.99642 1.63432 -4.54069
H -0.47392 2.04784 -5.34401
H -0.95876 -1.48427 -6.34239
H -0.65425 0.16755 -6.88402
H -2.22583 -0.25113 -6.20256
N 1.70502 -0.10348 0.14577
C 2.56817 -1.12023 0.52870
C 2.09106 -2.40236 0.80109
C 2.97405 -3.39078 1.20490
C 4.32820 -3.10648 1.33265
C 4.80387 -1.82995 1.05750
C 3.92714 -0.83489 0.65779
H 1.03270 -2.60093 0.69827
H 2.60369 -4.38444 1.42229
H 5.01546 -3.88130 1.64861
H 5.85886 -1.60922 1.15770
H 4.26895 0.16894 0.44394
Cl -3.75438 3.82972 1.49456
C -2.91188 3.70037 -0.00365
Cl -1.59313 5.80527 -0.09741
Cl -3.86392 3.77425 -1.43946
C -1.86484 2.77696 -0.02362
N -0.97296 2.04477 -0.04609
*
```

Record 5
Computed, not measured: a cluster of 2 separate species, C4H10N2O in total in a non-equilibrium geometry, with the ωB97M-V functional and the def2-TZVPD basis.

LUMO, hartree: 0.0260
HOMO, eV: -9.75
SMILES: CC(C)=N.NC=O

```
! RIJCOSX wB97M-V def2-TZVPD def2/J DEFGRID3
* xyz 0 1
C -0.28823 0.54132 0.96483
C -0.06358 1.68421 0.01444
C -1.61565 0.41592 1.65667
N 0.70317 -0.18009 1.39789
C 0.92079 -1.80188 -0.99501
N 0.90380 -1.36740 -2.29121
O 1.92062 -2.28381 -0.48439
H 1.58737 0.05571 0.92996
H -0.09714 -1.75547 -0.52298
H 0.05823 -1.04851 -2.74219
H 1.79180 -1.32346 -2.77496
H 0.55972 1.34975 -0.81895
H -1.84854 -0.64357 1.79746
H -1.56231 0.91037 2.63026
H 0.44962 2.49501 0.53822
H -1.01353 2.05998 -0.37278
H -2.40615 0.89193 1.07274
*
```

Record 6
Computed, not measured: a cluster of 2 separate species, C2H5BO4 in total in a non-equilibrium geometry, with the ωB97M-V functional and the def2-TZVPD basis.

LUMO (alpha / beta), hartree: -0.0122 / -0.0002
HOMO (alpha / beta), eV: -8.14 / -7.65

```
! RIJCOSX wB97M-V def2-TZVPD def2/J DEFGRID3
* xyz 0 1
B 0.66628 -0.57635 2.04340
C 0.34873 -0.27075 -0.96549
C -0.92248 0.98240 -2.44190
O 0.73103 -1.15946 -1.69553
O 1.46439 0.23344 2.77523
O -0.08556 -1.58055 2.45139
O -0.46398 0.78507 -1.06545
H -0.11066 1.42218 -3.11321
H -1.79456 1.57908 -2.09592
H -1.26351 0.10423 -3.03940
H 1.44468 0.18522 3.76994
H -0.01437 -1.70451 3.37695
*
```

Record 7
Computed, not measured: a cluster of 2 separate species, C24H36N2O2PS2 in total in a non-equilibrium geometry, with the ωB97M-V functional and the def2-TZVPD basis.

LUMO, hartree: 0.0737
HOMO, eV: -3.70

```
! RIJCOSX wB97M-V def2-TZVPD def2/J DEFGRID3
* xyz -1 1
C 0.70692 -2.42135 5.67099
C 0.32525 -1.39586 6.23235
P -0.15747 0.39157 6.82199
C -0.61293 2.19394 7.27487
C -1.32861 2.99210 6.10101
C -0.23745 3.59848 5.07870
S -0.01827 2.38825 3.67963
C -1.46643 2.53149 2.60274
S -2.17101 4.03753 2.43809
N -2.08780 1.41934 1.89202
C -1.20514 0.80095 0.90754
C -1.62614 0.87999 -0.52476
C -0.82126 0.27213 -1.62432
C 0.43380 -0.47291 -1.30098
C 0.88145 -0.55617 0.11720
C 0.05656 0.08939 1.18221
C -2.72398 0.45699 2.79215
C -4.21421 0.50432 2.88124
C -4.98938 -0.44392 3.72225
C -4.24980 -1.47072 4.50123
C -2.76621 -1.53912 4.48155
C -2.04328 -0.56122 3.61430
H 1.02456 -3.31634 5.08911
H 1.04500 0.90784 6.14903
H 0.56455 0.19995 8.06289
H -1.38313 -0.12242 7.43078
H -0.89480 0.52724 5.58199
H -1.25841 2.18645 8.20952
H 0.35659 2.71286 7.57498
H -1.96414 3.79087 6.57685
H -2.00873 2.34588 5.47302
H -0.63976 4.58750 4.73353
H 0.71749 3.74581 5.65055
H -2.57145 1.41780 -0.82075
H -1.18025 0.38691 -2.68697
H 1.01574 -0.94644 -2.14548
H 1.81403 -1.10705 0.42362
H 0.45365 0.00304 2.22324
H -4.79350 1.27599 2.29975
H -6.10443 -0.44211 3.77531
H -4.77157 -2.23271 5.14550
H -2.18393 -2.30248 5.06013
H -0.92955 -0.65220 3.61470
C 0.58735 -0.18912 -8.62679
O 1.29445 -1.40445 -8.43482
C 2.70043 -1.27537 -8.64387
C 3.45268 -1.47001 -7.33276
N 3.23389 -0.34283 -6.42872
C 3.72928 -0.57464 -5.07081
C 3.04693 -1.67439 -4.24984
O 1.69487 -1.38875 -3.91573
C 0.74625 -1.77263 -4.89942
H -0.47900 -0.40964 -8.56748
H 0.83419 0.53411 -7.84505
H 0.80089 0.23566 -9.61207
H 2.96090 -0.32371 -9.11755
H 2.98936 -2.07669 -9.33136
H 4.52283 -1.56140 -7.54217
H 3.10607 -2.40894 -6.88579
H 2.24072 -0.14922 -6.37737
H 3.60781 0.36889 -4.53055
H 4.80510 -0.77392 -5.11463
H 3.57911 -1.74064 -3.29530
H 3.13615 -2.66446 -4.71077
H 1.06136 -2.65475 -5.46144
H 0.54693 -0.94023 -5.57902
H -0.19117 -2.00442 -4.39002
*
```

Record 8
Computed, not measured: an isolated molecule of C5H10N2 in a non-equilibrium geometry, with the ωB97M-V functional and the def2-TZVPD basis.

LUMO, hartree: 0.0398
HOMO, eV: -8.96
SMILES: C[C@H]1N[C@H]1[C@H]1CN1

```
! RIJCOSX wB97M-V def2-TZVPD def2/J DEFGRID3
* xyz 0 1
C -2.18901 -0.35616 0.09409
C -1.16041 -0.28992 -1.01683
N -0.13215 0.71345 -1.05030
C 0.31613 -0.61152 -0.71247
C 1.21877 -0.51714 0.57764
C 2.08813 0.69917 0.81894
N 0.91970 0.42767 1.64002
H -1.70038 0.02112 0.99020
H -2.43325 -1.41574 0.23472
H -3.12932 0.17516 -0.10452
H -1.62837 -0.52507 -2.00192
H 0.16140 1.29867 -1.82940
H 0.74033 -1.38614 -1.37675
H 1.67983 -1.43800 0.94023
H 3.04337 0.64455 1.35597
H 2.04560 1.54432 0.13309
H 0.15963 1.01558 1.30728
*
```

Number 1: E -1745.3374 a.u.. Number 2: E -307.5946 a.u.. Number 3: E -9042.4386 a.u.. Number 4: E -4245.1451 a.u.. Number 5: E -343.1482 a.u.. Number 6: E -404.9514 a.u.. Number 7: E -2333.4531 a.u.. Number 8: E -305.9191 a.u..